Entry 1:
ORCA calculation (ωB97M-V with the def2-TZVPD basis set) on 5 unconnected molecules or ions with the total composition C24H58NO5P.

Each line ends with the Löwdin charge.
Element x y z (Å)
H1 -2.857 4.863 -0.343  0.1294
C1 4.965 1.308 -0.593  -0.3248
H2 -1.545 4.400 -6.130  0.0818
H3 -1.171 -7.325 0.741  0.0845
H4 -0.470 -6.441 5.556  0.0868
H5 -4.120 2.396 -0.365  0.0611
H6 2.228 0.318 -0.321  0.0706
H7 -3.930 4.725 -2.946  0.0817
P1 3.947 -1.357 0.101  0.9619
H8 -2.183 -6.881 2.126  0.0848
C2 0.089 6.545 -6.763  -0.0647
H9 -2.084 -1.841 -0.719  0.1147
H10 -0.281 6.048 -7.660  0.0794
C3 4.657 0.465 3.222  -0.0335
C4 -0.890 6.402 -5.607  -0.5000
C5 -4.593 6.034 -0.815  -0.0597
H11 5.355 3.128 0.237  0.0584
O1 -2.818 -0.190 1.237  -0.1495
C6 3.411 -1.216 1.894  -0.3831
C7 -0.088 -0.903 -0.744  -0.2027
C8 -1.696 -1.055 1.278  -0.2140
H12 -0.843 -0.574 1.782  0.1232
H13 -0.292 -0.863 -1.816  0.1145
H14 -2.686 6.830 -2.682  0.0795
H15 2.077 -7.776 4.947  0.0792
H16 -3.728 -4.982 -0.755  0.0778
H17 2.558 -0.534 1.993  0.0800
H18 3.072 -2.221 2.154  0.0561
H19 5.936 -0.097 0.681  0.0610
H20 0.807 -4.389 6.014  0.0815
H21 -0.014 0.117 -0.360  0.0899
C9 2.091 -6.741 5.289  -0.0625
C10 -2.070 -5.368 0.575  -0.4920
H22 3.797 1.116 3.334  0.0581
C11 1.260 -1.602 -0.514  -0.2758
H23 1.327 -5.955 3.442  0.1293
H24 1.283 -2.055 0.479  0.0887
H25 -2.061 7.142 -1.056  0.0836
H26 -4.630 1.476 1.109  0.0777
H27 4.009 1.372 -1.120  0.0786
C12 -3.289 5.361 -1.214  -0.4994
O2 -3.543 4.321 -2.162  -0.0673
H28 5.220 -1.543 3.135  0.0977
C13 -2.291 6.358 -1.779  -0.0656
C14 5.308 -0.141 -0.210  -0.3738
H29 2.076 -4.004 4.841  0.0767
H30 2.655 -0.560 -1.807  0.0841
H31 -3.068 -6.613 -0.877  0.0807
H32 0.259 7.597 -6.992  0.0786
C15 2.461 -0.670 -0.738  -0.4077
H33 -5.061 6.498 -1.688  0.0816
H34 -1.845 4.847 -4.442  0.0558
C16 1.090 -4.456 4.960  -0.0582
H35 3.103 -6.351 5.178  0.0799
H36 1.053 6.103 -6.497  0.0809
H37 -0.587 -6.157 1.925  0.0607
H38 5.719 1.653 -1.305  0.1019
H39 -0.850 -5.560 -0.939  0.0903
C17 -1.473 -6.499 1.393  -0.0524
H40 5.921 -0.591 -0.994  0.0569
H41 -1.914 1.073 -0.154  0.1088
O3 -1.097 -4.851 -0.335  -0.0703
H42 0.425 6.695 -4.199  0.0880
C18 1.088 -5.908 4.506  -0.5057
H43 -2.003 -1.874 1.935  0.1110
C19 4.515 -0.785 2.803  -0.2732
H44 0.369 -3.875 4.385  0.0756
C20 -3.793 1.855 0.522  -0.0679
O4 -0.410 7.100 -4.459  -0.0613
H45 5.632 0.873 3.458  0.0567
H46 -3.360 0.164 -0.717  0.1189
O5 -0.222 -6.464 4.625  -0.0623
H47 -2.321 -4.535 1.236  0.1324
C21 -1.242 -1.663 -0.051  -0.1810
H48 -5.294 5.303 -0.412  0.0768
N1 5.025 2.227 0.560  -0.0049
C22 -3.315 -5.810 -0.178  -0.0582
H49 -3.231 2.529 1.172  0.0732
H50 -0.212 4.455 -4.967  0.0855
C23 -1.144 4.940 -5.272  -0.0549
H51 -1.832 6.888 -5.867  0.1371
H52 -0.841 -2.650 0.190  0.0762
H53 1.836 -6.738 6.352  0.0807
H54 4.093 2.379 0.927  0.0572
H55 1.337 -2.419 -1.236  0.1124
H56 -4.083 -6.174 0.506  0.0806
C24 -2.898 0.689 0.126  -0.2763
H57 -1.364 5.859 -2.057  0.0718
H58 -4.426 6.808 -0.065  0.0801

Properties
SMILES: C=CCP(CCN)CCCCCOCC.CC(C)O.CC(C)O.CC(C)O.CC(C)O
Max |F|, eV/Å: 1.04
Energy relative to the best compared isomer or geometry (same formula, charge and spin), kcal/mol: 1.6
Frontier orbital gap, eV: 8.44
Calculated total energy, Ha: -1721.4431
Total charge: 0


Entry 2:
ORCA calculation (ωB97M-V with the def2-TZVPD basis set) on a molecular structure, C24H58P2PdSi4Te.

Each line ends with the Mulliken spin population.
Element x y z (Å)
H1 -2.348 -1.228 -3.615  -0.0091
H2 1.646 -2.874 3.370  -0.0006
P1 0.120 1.730 -5.810  0.1771
Si1 -0.007 2.292 5.245  0.0898
H3 -0.712 -1.947 1.442  -0.0188
H4 1.643 -2.501 -7.474  0.0163
H5 3.250 0.078 3.229  0.0026
Te1 -0.254 0.840 1.804  1.2760
H6 -2.076 -2.499 -6.525  -0.0028
Si2 -0.013 0.165 4.191  0.0776
C1 0.555 -1.545 -2.415  0.0528
Si3 -1.895 -0.974 5.017  0.0936
C2 -1.836 -2.762 4.449  0.0072
H7 2.768 -1.499 7.219  0.0032
H8 -0.065 1.552 -8.224  0.0112
H9 0.303 -2.801 0.227  -0.0329
H10 1.960 1.499 -3.474  0.0054
H11 1.452 0.829 -7.643  -0.0040
C3 0.719 1.383 -1.740  0.0509
C4 -0.815 -1.653 -2.180  -0.0119
P2 0.032 -1.473 -5.995  0.4550
H12 4.245 -0.762 4.451  0.0016
C5 1.877 -0.942 6.888  0.0156
H13 0.996 -1.424 7.327  -0.0014
C6 -0.305 -0.468 -7.538  0.0526
H14 -1.123 -3.358 5.033  -0.0016
H15 -3.294 0.015 3.207  0.0007
C7 3.371 -0.107 4.305  0.0075
H16 -2.417 1.309 -3.008  -0.0020
C8 1.854 -2.776 4.442  0.0094
H17 -3.605 0.839 4.757  0.0010
H18 -1.373 4.288 4.866  0.0022
C9 1.465 3.205 4.500  0.0183
H19 2.033 -2.840 -5.750  -0.0028
C10 1.704 -2.074 -6.463  0.0493
C11 -1.501 0.703 -2.926  -0.0038
C12 -1.921 -0.778 -2.703  0.0433
C13 -1.040 -2.870 -6.467  0.0716
H20 -1.052 -1.365 7.356  -0.0010
C14 0.367 0.883 -7.475  -0.0105
H21 -2.755 -0.749 -1.982  0.0099
H22 1.951 0.076 7.288  -0.0025
H23 -0.705 -3.230 -7.447  0.0245
Pd1 0.097 -0.401 -0.522  0.7413
H24 -2.820 -1.473 7.218  0.0031
C15 0.052 2.256 7.132  0.0152
H25 -1.576 -2.845 3.386  0.0074
H26 -1.021 0.809 -3.920  0.0091
H27 -2.446 2.887 5.121  0.0017
H28 0.799 3.571 -7.229  0.0080
C16 -3.408 -0.135 4.289  0.0156
H29 -1.813 3.189 -5.455  -0.0013
H30 0.033 3.294 7.506  0.0028
H31 0.619 -0.271 -4.173  0.1013
H32 0.964 1.793 7.525  -0.0014
H33 -0.805 1.739 7.579  -0.0020
C17 -1.934 -0.906 6.894  0.0163
H34 -2.295 1.653 -6.236  -0.0003
C18 -1.526 3.224 4.628  0.0299
H35 -0.958 -3.657 -5.703  -0.0036
H36 1.314 4.278 4.696  0.0027
H37 1.531 3.062 3.413  0.0007
H38 3.561 0.851 4.807  0.0014
H39 -2.843 -3.187 4.590  0.0037
C19 1.724 0.778 -2.681  0.0262
C20 0.214 -1.909 0.860  0.3364
H40 1.165 -2.380 -2.058  -0.0429
H41 2.666 0.571 -2.161  0.0097
C21 -0.667 1.299 -1.826  -0.0324
C22 1.185 3.152 -6.292  0.0238
C23 -1.535 2.446 -6.213  0.0125
H42 -1.398 -0.399 -7.640  -0.0007
H43 1.110 2.082 -0.993  -0.0115
H44 2.415 2.899 4.956  0.0015
H45 1.090 -1.774 1.505  0.0530
H46 0.091 -1.056 -8.370  0.0193
H47 -1.139 -2.575 -1.690  -0.0161
H48 -1.481 2.929 -7.198  0.0047
H49 2.123 -1.086 -3.734  -0.0029
H50 -4.275 -0.792 4.466  0.0013
H51 -2.033 0.118 7.274  -0.0008
H52 2.856 -3.189 4.639  0.0041
H53 1.120 -3.373 4.999  -0.0032
H54 1.178 3.915 -5.499  -0.0005
H55 2.210 2.779 -6.447  -0.0018
H56 -1.655 3.132 3.541  -0.0034
Si4 1.869 -0.986 5.008  0.0827
H57 2.429 -1.246 -6.455  -0.0026
C24 1.251 -0.568 -3.311  0.0594
H58 -1.231 1.875 -1.078  0.0114

Properties
Max |F|, eV/Å: 3.28
Energy relative to the best compared isomer or geometry (same formula, charge and spin), kcal/mol: 0.0
Multiplicity: 5
Frontier orbital gap (alpha / beta), eV: 5.94 / 4.32
Calculated total energy, Ha: -3185.1829
Total charge: +2


Entry 3:
ORCA calculation (ωB97M-V with the def2-TZVPD basis set) on 6 unconnected molecules or ions with the total composition C24H59BF6N6O10S2.

Each line ends with the Löwdin charge.
Element x y z (Å)
H1 -1.097 -3.256 -5.673  0.0919
C1 -2.620 -5.980 -2.497  -0.1275
H2 3.032 -0.574 1.264  0.1311
O1 -1.586 -1.349 -4.955  -0.1905
H3 -0.766 4.612 1.524  0.1203
N1 -4.976 1.300 3.180  -0.2652
H4 4.137 2.713 4.497  0.0972
N2 -2.111 -6.154 0.142  0.0541
O2 -5.321 2.196 5.411  -0.2803
C2 -0.166 5.402 1.977  -0.1977
H5 -2.330 -0.595 -2.729  0.0624
H6 -0.418 6.248 1.337  0.1249
C3 3.867 -2.655 0.793  0.0161
H7 1.598 4.229 2.502  0.1049
H8 -2.614 5.438 2.528  0.0903
F1 -2.538 0.776 2.796  -0.2227
O3 -5.520 3.658 3.458  -0.3225
H9 5.968 -6.152 1.193  0.0912
O4 -1.383 -3.550 0.998  -0.1820
H10 -1.389 -1.047 -6.948  0.1415
C4 -1.078 0.792 -5.937  -0.0542
O5 -3.478 -4.813 -2.487  -0.2590
H11 0.592 1.628 -2.943  0.1236
F2 0.198 3.171 0.108  0.1445
H12 0.205 -2.245 1.091  0.0753
N3 -0.190 1.472 -4.896  0.0533
H13 3.150 -3.401 1.104  0.1287
H14 -3.499 -3.063 0.667  0.1408
F3 1.096 1.323 -0.704  0.0674
H15 0.768 1.176 -5.012  0.1579
H16 3.533 7.609 3.157  0.1313
H17 -1.628 -3.348 -4.162  0.0752
C5 -4.660 -4.878 -3.153  -0.1132
H18 -0.727 1.373 -6.790  0.1416
S1 -5.547 2.303 4.022  0.3569
H19 -1.211 -1.461 1.514  0.0948
C6 -1.612 -6.004 -1.310  -0.0368
H20 3.960 6.034 2.347  0.1229
C7 1.344 5.175 2.025  -0.0482
H21 1.660 5.163 0.981  0.1284
F4 -0.728 1.224 0.852  0.1089
H22 4.677 -4.942 -0.586  0.1236
H23 -0.043 2.460 -5.043  0.1641
H24 -2.560 -7.042 0.315  0.1673
C8 -1.664 2.068 -2.800  -0.1751
C9 -1.811 -2.729 -5.040  -0.0902
C10 5.581 -1.749 -0.364  0.0465
H25 3.499 3.254 2.878  0.0696
H26 -1.330 -6.290 0.768  0.1676
H27 -0.952 -1.851 -0.211  0.0817
H28 3.173 6.606 5.209  0.1313
H29 -3.275 -6.842 -2.625  0.1324
H30 6.006 0.908 -0.510  0.1021
H31 0.148 -0.915 -6.105  0.1301
C11 -0.848 -2.212 0.813  -0.0577
C12 5.457 -4.355 -0.101  -0.1872
H32 -1.491 2.066 -1.724  0.1160
H33 -2.061 -5.827 -3.420  0.1263
C13 5.218 0.732 0.221  0.0293
H34 4.798 -5.116 1.887  0.0705
S2 -3.485 1.106 4.010  0.5270
H35 5.454 1.152 1.198  0.1072
H36 6.519 -1.687 -0.896  0.1583
N4 4.924 -0.712 0.199  -0.0818
C14 -3.139 -5.121 0.628  -0.0431
O6 -2.855 1.369 -2.905  -0.1424
O7 -3.377 -0.140 4.649  -0.2651
C15 3.744 -1.245 0.808  0.0466
H37 -0.997 -5.109 -1.215  0.1273
H38 -3.104 -5.304 1.702  0.1394
C16 -2.075 5.502 3.473  -0.0353
H39 -1.661 3.118 -3.095  0.1420
C17 -0.920 -0.715 -6.022  -0.1987
O8 -2.696 2.188 4.464  -0.2693
H40 -2.694 -3.388 -0.745  0.1042
H41 1.466 6.550 3.721  0.1429
H42 -2.816 -2.882 -5.432  0.1040
H43 -0.486 0.285 -3.368  0.1096
C18 3.636 5.863 4.560  -0.1745
O9 3.078 4.517 4.526  -0.1700
H44 -2.134 0.978 -5.744  0.1462
H45 1.537 7.237 2.467  0.1583
H46 -2.373 4.555 3.922  0.0743
H47 4.871 3.985 3.599  0.0824
B1 0.451 1.874 0.430  -1.3080
H48 4.638 5.818 4.989  0.1332
O10 -0.625 5.607 3.340  -0.2073
C19 -0.385 1.370 -3.352  -0.0363
H49 -3.921 -0.138 -2.147  0.1056
N5 1.938 6.390 2.842  0.0805
H50 -5.339 -5.439 -2.511  0.0980
H51 -2.283 6.433 4.000  0.0958
H52 4.324 1.235 -0.148  0.1013
C20 3.484 6.520 3.199  -0.0410
H53 -2.539 0.180 -1.156  0.0975
C21 -2.878 0.179 -2.192  -0.1020
F5 -7.103 1.812 3.793  -0.2287
H54 6.330 -4.472 1.829  0.0841
H55 -4.116 -5.354 0.206  0.1353
C22 5.671 -5.104 1.234  -0.0530
H56 -0.977 -6.888 -1.255  0.1343
H57 -5.074 -3.885 -3.330  0.1069
C23 3.900 3.554 3.845  -0.0858
N6 5.044 -2.995 0.083  -0.0544
H58 -4.418 -5.419 -4.068  0.0970
H59 6.306 -4.286 -0.781  0.1310
F6 1.376 1.850 1.500  0.0791
C24 -2.660 -3.660 0.310  -0.1784

Properties
Max |F|, eV/Å: 11.30
Energy relative to the best compared isomer or geometry (same formula, charge and spin), kcal/mol: 97.8
Frontier orbital gap, eV: 5.75
Calculated total energy, Ha: -3450.5061
Total charge: +2


> Which formula does entry 2 have?

C24H58P2PdSi4Te


> Among the records above, which one has the lowest calculated total energy?

C24H59BF6N6O10S2